Entry 1:
DFT (wB97M-V/def2-TZVPD) results for C17H20MoN5O6S3Te as an isolated structure.

Properties
Total charge: -1
HOMO (alpha / beta) in eV: -4.0013 / -3.9823

Geometry as XYZ:
```
53
Properties=species:S:1:pos:R:3:forces:R:3
Te 1.995 2.811 1.093 -0.204 -0.295 -0.094
Mo -0.027 1.478 0.823 0.404 -0.130 0.113
S -1.206 3.254 -0.348 -0.081 -0.199 0.109
S -0.491 1.190 3.216 -0.179 0.141 -0.122
S -0.136 0.517 -1.321 0.011 -0.127 -0.180
O -0.439 -6.537 -0.715 0.197 -0.020 -0.186
O 0.336 -0.604 1.150 0.207 0.391 -0.012
O 6.845 -0.602 0.079 0.149 0.122 0.023
O 5.559 0.923 1.152 0.042 0.149 -0.078
O -2.497 -6.884 -0.229 -0.221 -0.094 -0.086
O 1.575 -2.121 0.045 0.175 -0.050 0.154
N -2.114 3.301 2.586 -0.049 -0.170 -0.198
N 3.457 0.094 -0.585 0.167 0.262 -0.017
N -2.554 1.160 1.540 -0.450 0.048 -0.089
N -1.513 -6.171 -0.289 0.055 -0.083 0.295
N 4.803 -0.256 -0.690 0.122 -0.069 -0.007
C -0.525 -3.968 0.178 0.165 -0.298 -0.149
C -4.203 2.900 1.603 -0.442 0.331 0.000
C -1.624 -4.807 0.227 -0.003 0.476 0.067
C -0.988 1.566 -2.425 0.072 -0.167 -0.201
C 7.880 -0.284 1.005 -0.053 -0.006 -0.077
C -2.173 3.744 -2.879 0.084 -0.116 0.147
C -2.939 -3.094 1.239 0.081 0.123 0.015
C 0.554 -1.749 0.608 -0.300 0.357 -0.365
C 5.699 0.121 0.266 -0.360 -0.391 0.026
C -1.445 2.749 -2.001 -0.009 0.250 0.011
C -0.635 -2.681 0.672 -0.081 0.060 0.173
C -1.842 -2.241 1.202 -0.054 -0.003 0.044
C -3.347 3.718 2.262 0.137 -0.108 0.009
C -1.124 1.027 -3.831 0.023 0.068 0.224
C -2.835 -4.384 0.753 -0.145 -0.259 -0.060
C -3.725 1.610 1.241 0.203 -0.332 0.003
C -1.644 2.002 2.202 0.420 0.133 0.428
H 5.063 -1.072 -1.223 0.005 -0.003 -0.002
H 2.870 -0.712 -0.376 -0.035 -0.019 0.097
H 0.413 -4.302 -0.241 -0.011 0.021 0.009
H 3.151 0.542 -1.438 -0.053 -0.003 0.033
H -2.725 4.453 -2.261 -0.010 -0.002 -0.025
H -4.366 0.936 0.676 -0.004 0.028 0.013
H -2.882 3.242 -3.539 -0.010 0.032 -0.009
H 8.146 0.770 0.941 0.021 0.014 0.001
H -0.168 1.079 -4.358 -0.006 -0.010 -0.019
H -3.668 -5.071 0.769 -0.008 0.032 0.014
H 7.568 -0.500 2.026 -0.014 -0.012 0.014
H -5.200 3.223 1.348 0.031 0.005 0.002
H -3.605 4.723 2.569 -0.016 0.001 -0.014
H -1.455 3.910 3.038 0.050 -0.023 0.000
H 8.726 -0.907 0.728 0.011 -0.001 0.005
H -1.860 1.584 -4.410 0.005 0.010 0.003
H -1.907 -1.224 1.575 -0.031 -0.070 -0.018
H -1.425 -0.022 -3.803 0.002 0.004 -0.027
H -3.879 -2.749 1.650 -0.002 -0.008 0.002
H -1.475 4.311 -3.499 -0.006 0.011 0.000
```
Positions in Å, forces in eV/Å.

***

Entry 2:
DFT (wB97M-V/def2-TZVPD) results for Cl2H3NSi in the gas phase.

Properties
Total charge: 0
SMILES: N[SiH](Cl)Cl
HOMO in eV: -10.3571

Geometry as XYZ:
```
7
Properties=species:S:1:pos:R:3:forces:R:3
Cl -2.544 1.491 0.116 -0.331 -0.161 0.032
Cl -2.015 -1.497 1.575 -0.612 -0.919 0.729
Si -1.435 -0.223 0.180 3.719 2.540 -0.987
N 0.307 0.439 0.579 -3.817 0.990 0.185
H 0.144 1.244 1.272 0.494 -1.584 -1.222
H 0.685 -0.323 1.089 0.983 -0.641 0.791
H -1.291 -0.758 -1.196 -0.437 -0.226 0.472
```
Positions in Å, forces in eV/Å.

***

Entry 3:
DFT (wB97M-V/def2-TZVPD) results for C38H58N8O4P2Ti as an isolated structure.

Properties
<S²>: 2.011
Total charge: 0
Spin multiplicity: 3
HOMO (alpha / beta) in eV: -6.7221 / -7.9165

Geometry as XYZ:
```
111
Properties=species:S:1:pos:R:3:forces:R:3
Ti -0.246 -0.065 0.168 0.509 -0.480 -1.281
P -1.213 -1.843 -2.779 -0.162 0.239 0.164
P -1.812 -2.343 0.428 0.180 0.067 0.002
O 3.068 -0.849 -1.512 0.280 -0.018 -0.420
O -2.760 3.226 -0.445 0.110 0.032 -0.087
O 0.111 -1.081 4.230 -0.081 -0.100 -0.087
O 0.903 -1.295 -0.837 1.021 0.315 -0.396
N -1.385 1.409 -0.928 -0.405 0.188 0.255
N 1.047 2.969 1.039 0.066 -0.119 0.031
N 3.968 1.232 -0.106 -0.075 -0.085 0.012
N 2.340 2.727 0.564 0.153 0.160 0.240
N 0.794 -0.579 2.059 -0.365 -0.150 0.434
N 2.029 -0.522 -0.910 -0.980 0.121 0.951
N 1.688 0.714 -0.329 0.750 -1.049 -0.211
N -1.337 0.797 1.635 -0.425 0.495 0.633
C -1.436 1.703 -2.348 0.039 -0.128 0.344
C -4.290 0.555 -1.343 -0.060 -0.061 0.154
C -1.774 -3.069 2.106 -0.067 -0.061 0.028
C 2.745 -2.104 1.918 0.139 -0.045 -0.011
C -3.157 2.169 2.218 0.062 0.062 -0.094
C 2.661 1.505 0.040 0.000 -0.009 0.216
C -2.225 1.722 1.295 -0.184 0.114 -0.062
C -1.283 1.945 -5.137 0.045 -0.001 0.048
C -2.140 2.213 -0.145 0.011 -0.142 0.312
C -2.163 0.680 3.836 -0.001 0.010 -0.027
C -0.207 2.300 -4.345 -0.019 0.046 -0.004
C 2.158 -0.917 2.379 -0.308 -0.054 -0.216
C 2.219 2.621 -2.710 -0.001 0.047 -0.047
C 2.916 -0.026 3.160 0.157 0.082 0.138
C -1.066 -3.569 -2.093 -0.056 -0.034 0.052
C 4.865 -1.431 2.868 -0.017 0.007 -0.002
C 4.260 -0.303 3.390 -0.026 -0.007 -0.033
C 2.337 1.208 3.830 -0.039 -0.014 0.007
C -3.132 1.619 3.492 -0.005 -0.018 0.087
C 0.531 4.321 -1.921 0.038 0.028 -0.099
C -3.585 -2.582 0.053 -0.034 0.062 -0.006
C -4.019 1.192 -2.696 0.079 0.006 -0.029
C 1.921 -3.219 1.316 -0.101 0.098 0.046
C -2.577 1.458 -3.131 -0.101 0.015 -0.099
C 0.822 2.832 -2.133 -0.116 -0.007 0.095
C -4.825 2.490 -2.824 -0.037 0.044 -0.023
C 3.279 2.419 3.749 -0.008 0.027 -0.044
C 2.032 0.950 5.313 0.025 -0.040 0.034
C -0.284 2.222 -2.960 0.136 0.006 -0.215
C -1.255 0.300 2.867 0.047 0.006 0.173
C -0.033 -0.568 3.124 -0.248 0.164 -0.203
C 4.099 -2.328 2.148 -0.020 0.019 0.012
C -2.449 -2.134 -4.113 -0.046 -0.130 0.041
C -2.458 1.572 -4.518 0.015 -0.032 0.015
C 1.611 -4.254 2.404 0.021 0.001 -0.015
C 0.275 -1.718 -3.839 0.067 0.010 -0.053
C 2.578 -3.878 0.107 0.010 -0.017 -0.042
C -1.105 -3.725 -0.555 -0.037 -0.012 -0.158
H 4.648 1.960 0.015 0.018 0.009 0.010
H -4.443 3.235 -2.126 -0.005 -0.027 -0.007
H 1.634 1.852 5.783 0.000 0.039 -0.001
H -4.374 1.303 -0.553 0.017 -0.016 -0.023
H -4.207 -1.825 0.525 -0.008 0.040 0.057
H 0.982 -2.769 0.997 0.083 -0.042 0.012
H 1.924 -4.647 -0.312 -0.030 -0.006 -0.009
H 2.408 1.571 -2.940 -0.003 -0.005 0.004
H -2.492 -1.256 -4.757 0.028 0.035 0.005
H -3.515 -0.151 -1.073 0.106 -0.183 0.038
H -0.785 -3.018 2.554 0.029 0.006 -0.048
H -0.138 -4.008 -2.463 -0.021 -0.028 -0.048
H 0.305 -0.721 -4.284 -0.024 0.004 -0.004
H 1.037 2.993 2.053 -0.002 0.004 -0.050
H 4.842 0.379 3.996 0.022 0.010 0.007
H 3.100 3.212 1.024 -0.113 -0.055 -0.058
H 0.777 2.351 -1.162 -0.112 0.286 -0.366
H 1.182 -1.859 -3.252 -0.048 0.016 0.028
H 0.924 -5.017 2.029 -0.009 -0.016 -0.007
H 2.379 3.201 -3.621 -0.022 0.014 -0.015
H 0.498 4.846 -2.879 -0.006 0.033 -0.003
H -1.218 1.993 -6.216 -0.004 0.009 -0.022
H -2.097 -4.112 2.063 -0.010 0.009 0.039
H 0.700 2.665 -4.807 0.010 0.014 -0.010
H 2.729 3.358 3.852 -0.014 0.000 0.001
H -5.245 0.028 -1.382 -0.024 -0.029 0.016
H -3.869 -3.568 0.428 -0.056 0.017 -0.058
H 1.166 -3.783 3.282 0.012 0.012 0.014
H 0.693 3.835 0.649 0.038 -0.029 0.009
H 1.322 4.783 -1.321 0.004 0.011 0.010
H -3.858 1.936 4.230 -0.002 0.007 -0.003
H -5.877 2.302 -2.598 -0.015 -0.004 0.011
H -1.885 -4.144 -2.531 0.023 -0.019 0.008
H -3.862 2.929 1.915 -0.014 0.000 0.036
H 2.970 2.954 -1.990 -0.018 0.048 -0.113
H 3.857 2.436 2.824 -0.032 0.013 -0.065
H 4.553 -3.237 1.777 0.012 -0.005 0.009
H 2.528 -4.754 2.723 0.009 -0.005 0.011
H -0.432 4.471 -1.429 -0.029 -0.021 -0.001
H -3.760 -2.541 -1.020 0.005 0.031 -0.063
H -2.460 -2.519 2.754 0.011 0.018 -0.014
H -4.405 0.496 -3.447 0.011 -0.019 -0.003
H 5.915 -1.623 3.045 0.012 -0.004 0.005
H 1.392 1.439 3.329 0.052 0.068 -0.018
H -3.334 1.361 -5.122 0.009 -0.012 -0.006
H 1.319 0.140 5.443 0.069 0.048 0.006
H 0.236 -2.460 -4.640 0.051 -0.011 0.001
H -0.105 -3.894 -0.167 0.051 0.005 -0.024
H 4.196 0.408 -0.656 -0.034 0.078 0.033
H -1.699 -4.607 -0.298 0.064 -0.022 0.047
H -4.762 2.901 -3.832 -0.002 -0.004 -0.011
H -2.180 -3.005 -4.716 -0.029 0.012 -0.040
H 4.005 2.396 4.563 0.009 -0.004 0.013
H 3.506 -4.380 0.383 -0.003 -0.016 0.004
H 2.957 0.683 5.828 0.020 0.015 0.022
H -3.445 -2.291 -3.694 0.007 0.003 0.027
H -2.077 0.250 4.824 -0.028 0.025 0.021
H 2.799 -3.150 -0.674 -0.008 -0.015 0.021
```
Positions in Å, forces in eV/Å.

***

Entry 4:
DFT (wB97M-V/def2-TZVPD) results for a 4-piece molecular cluster, C3H14NO3S overall.

Properties
Total charge: -1
HOMO in eV: -3.0915

Geometry as XYZ:
```
22
Properties=species:S:1:pos:R:3:forces:R:3
S 0.562 1.738 0.368 -0.004 -0.709 -1.411
O -0.608 0.204 -3.402 -0.126 -0.189 -0.642
O -0.116 -2.926 -1.098 -0.001 0.236 0.386
O 1.889 0.178 -2.303 0.236 -0.566 1.891
N -2.158 -0.364 1.044 -1.238 -0.533 0.476
C -0.256 0.178 2.574 0.407 -0.506 -2.200
C -1.027 -0.937 1.748 1.075 2.243 0.085
C 0.968 0.695 1.763 0.577 2.193 3.216
H -1.286 -1.728 2.424 -0.434 -0.734 0.123
H 0.314 0.133 -3.080 -0.512 0.270 0.257
H 0.055 -0.176 3.549 0.021 -0.115 0.366
H 2.373 0.864 -1.814 0.066 0.619 -0.725
H -0.161 -2.699 -0.153 -0.035 -0.184 -0.433
H 1.833 0.010 1.765 -0.482 -0.198 -0.641
H -0.838 1.110 2.631 -0.342 -0.556 0.408
H 1.327 1.527 2.467 0.099 -1.245 -0.414
H -0.326 -1.268 0.977 0.107 -0.281 0.307
H -1.982 -0.107 0.088 0.514 0.149 0.058
H -2.429 0.476 1.534 -0.122 0.087 -0.272
H -1.230 -0.152 -2.762 0.384 0.129 0.207
H -0.135 -2.061 -1.528 0.032 -0.137 -0.076
H 1.478 -0.118 -1.443 -0.222 0.027 -0.966
```
Positions in Å, forces in eV/Å.

***

Quick rundown of max |F|, same order as above: 0.0119 0.0897 0.0284 0.0765 Eh/bohr